Below is C35H38Cl2F3N6NiO2 as an isolated structure in a non-equilibrium geometry, with properties calculated with ωB97M-V with the def2-TZVPD basis set.

```
87
Properties=species:S:1:pos:R:3:mulliken_charge:R:1
C -12.1291 20.3578 3.4327 0.083
H -13.3604 22.1620 3.6750 0.310
C -5.8791 20.3376 3.2658 -0.663
H -12.2180 22.8144 5.6586 0.457
H -13.9068 21.9010 -2.6238 0.248
C -12.5783 21.5368 4.0798 -0.700
C -12.9782 16.3237 -0.1158 -0.853
H -12.8044 17.1657 3.6159 0.391
H -15.5024 20.2457 -3.5946 0.371
N -8.7607 16.6171 1.1346 0.216
H -7.8145 18.0317 0.0119 0.482
N -17.2258 21.4805 -3.2868 -0.572
C -8.2598 14.2657 0.7309 -0.827
C -7.1840 20.0352 2.9000 -0.252
C -16.6685 23.6906 -2.3620 -0.483
H -12.4210 25.0850 -2.2216 0.416
H -8.8092 22.7271 2.2203 0.212
H -7.0508 13.8248 -0.8820 0.364
N -11.6862 17.3059 1.7520 0.672
C -10.2143 20.9358 0.2646 -0.979
C -7.8613 16.9566 0.1034 -0.333
H -14.7486 24.1361 -2.0221 0.300
C -11.8769 17.0179 0.3925 -0.330
C -15.3484 23.2726 -2.2691 -0.028
H -10.5914 21.2464 6.8330 0.468
H -10.4777 28.3116 0.9307 0.395
H -10.1175 24.6473 -1.4794 0.528
C -10.1268 26.4722 -0.2529 -0.381
O -9.9799 19.6632 0.9100 0.231
Cl -16.5800 20.7276 0.7139 -0.133
C -10.6535 25.5116 -1.1159 -0.391
C -10.5458 19.9216 5.1052 -0.544
H -9.8909 25.0613 2.0585 0.420
H -6.5566 16.2557 -1.4892 0.429
H -12.6936 28.5773 0.1065 0.367
F -11.3109 22.4644 -1.1021 -0.255
H -9.5793 15.0672 2.2434 0.425
N -11.0448 19.6278 3.8034 0.624
C -5.0921 19.3198 3.7661 -0.208
C -10.3644 24.0828 1.9785 -1.029
H -14.8772 21.2299 2.3419 0.009
H -9.1083 26.3711 0.0921 0.486
C -6.9176 17.8719 3.6592 -0.087
H -16.9433 24.6146 -1.8752 0.377
H -9.3272 21.0847 -0.3509 0.202
C -12.8097 16.9201 2.5642 -0.441
H -9.9578 19.1287 5.5433 0.418
C -7.4658 14.6680 -0.3499 -0.115
N -12.7298 26.8505 -1.1467 -0.580
H -5.4457 21.3183 3.1365 0.449
C -5.6368 18.0747 4.0426 -0.801
Ni -9.9129 18.1802 2.5402 0.538
C -9.5531 22.9530 1.4562 -0.184
C -15.8622 21.2049 -3.2529 -0.394
H -14.4154 19.9098 1.2350 -0.141
H -5.0013 17.4365 4.6387 0.400
C -15.2274 20.3376 1.8230 0.460
C -10.9522 21.0426 5.8356 -0.817
C -7.2138 16.0180 -0.6658 -0.917
F -12.6326 20.9540 -0.2684 -0.095
C -17.5745 22.7074 -2.7954 -0.272
C -11.8803 21.8827 5.2292 -0.286
C -13.9884 16.2784 2.0581 -0.673
Cl -15.7746 19.2292 3.1077 -0.160
O -10.3234 21.7538 1.4302 0.199
N -7.7956 18.7619 3.1271 0.330
H -7.8452 20.7628 2.4531 0.123
C -14.0521 15.9965 0.7102 -0.237
H -11.0460 24.2760 1.1502 0.102
H -13.0233 16.1101 -1.1735 0.439
H -4.0518 19.4391 4.0310 0.397
C -10.8813 27.5480 0.2823 -0.364
H -12.5538 20.1374 2.4645 0.230
C -11.4109 21.2061 -0.7405 0.709
H -9.0887 23.3305 0.5452 0.367
F -11.2683 20.6241 -1.8973 -0.301
C -14.9622 22.0895 -2.7547 0.092
H -7.4388 16.9492 3.8675 0.349
C -12.1474 27.7067 -0.2253 -0.253
H -14.9453 15.5380 0.3124 0.422
C -11.9613 25.8425 -1.6042 -0.214
H -18.6110 23.0076 -2.7524 0.353
H -11.0554 17.1483 -0.2963 0.464
H -14.7898 16.0238 2.7359 0.500
H -8.3901 13.2239 0.9841 0.434
H -10.8456 23.8547 2.9296 0.189
C -8.9438 15.2736 1.3949 -0.156
```

HOMO level (spin up / spin down) = -10.89 / -10.76 eV
Spin multiplicity = 3
Total charge = +1
E = -124178.45993 eV